# C3H2N4O

One molecule with the formula C3H2N4O at a distorted geometry (the ωB97M-V functional and the def2-TZVPD basis, the Open Molecules 2025 dataset).

F_max	7.48	eV Å⁻¹
Kohn-Sham gap (alpha / beta)	0.241 / 0.258	Eh

ORCA input file:
```
! RIJCOSX wB97M-V def2-TZVPD def2/J DEFGRID3
* xyz 0 3
H -0.996 -2.373 -0.003
N 0.848 0.085 -0.969
N -1.309 0.301 -0.204
C -0.661 1.335 0.150
N 0.711 1.327 -0.156
O 1.680 -0.528 1.172
H -1.097 2.196 0.617
C -0.356 -0.647 -0.588
N -0.186 -1.842 -0.293
C 1.366 0.147 0.275
*
```

# C35H65BF5N4O14P2S

A 3-piece molecular cluster, C35H65BF5N4O14P2S overall at a distorted geometry (the ωB97M-V functional and the def2-TZVPD basis, the Open Molecules 2025 dataset).

F_max	9.22	eV Å⁻¹
Kohn-Sham gap	0.290	Eh

ORCA input file:
```
! RIJCOSX wB97M-V def2-TZVPD def2/J DEFGRID3
* xyz 1 1
O -9.313 -4.235 3.876
P -10.539 -4.246 2.767
H 4.046 2.101 -1.937
H 0.615 -1.950 0.167
C 6.774 3.619 -8.613
H 11.016 0.811 -8.284
C 1.267 -0.347 1.630
H -5.080 -0.732 -0.183
C 2.151 0.065 -2.029
H 2.348 -0.021 1.589
N -2.098 1.086 -0.313
H 10.421 1.742 -6.003
P 7.743 2.586 -6.243
H -7.659 -5.154 4.616
C 7.786 4.731 -8.799
H 4.916 -1.973 0.150
H -13.295 -4.298 3.097
H -9.270 -1.058 1.612
H 7.397 5.476 -9.497
H 6.270 1.425 -0.771
H -9.840 -1.769 4.525
O -9.813 -2.975 1.932
O 9.180 3.212 -6.774
H 9.890 1.971 -9.019
C -0.075 -2.156 3.051
H -8.634 -6.165 3.549
H 1.466 -0.433 -2.773
C 1.682 1.665 4.274
H -12.266 -4.647 5.505
C 7.185 5.310 -4.098
H 2.133 3.981 2.896
C -12.929 -3.518 3.764
C -9.852 -1.610 2.356
H -9.223 -0.248 3.897
O -11.586 -3.156 3.439
O 6.027 -0.647 -1.110
H 3.740 3.536 2.045
H 0.037 3.701 2.655
H -7.881 -4.837 1.581
C -13.037 -3.929 5.222
F -4.692 -2.756 2.126
S -0.959 -1.338 -1.528
H 2.583 4.654 1.242
O 1.981 0.991 5.522
H -10.871 -1.228 2.282
C 2.017 2.563 1.125
C -0.160 3.299 1.631
C -9.255 -1.326 3.720
H 5.326 4.857 -5.067
H 6.123 -0.822 1.000
C 0.411 0.910 2.056
C 5.900 -1.440 0.083
H -1.103 -2.353 1.095
C -2.598 -3.421 4.069
H 5.836 4.001 -8.207
H -1.693 1.081 2.146
H -3.541 -3.906 4.411
C 3.587 0.055 -2.722
H -1.270 3.125 1.557
C -0.272 -2.431 4.487
H 6.532 3.215 -9.600
H -8.240 -1.722 3.796
C 10.284 2.319 -6.922
C -3.574 -3.470 1.681
B -4.124 0.740 0.608
O 7.217 2.495 -7.841
F 2.014 -2.580 2.007
O -4.608 0.520 1.886
C 2.247 -0.882 -0.775
O -4.547 0.011 -0.520
H 8.727 4.344 -9.192
O 6.856 3.983 -6.096
C -1.511 -3.051 4.963
H 6.704 -2.224 0.043
C 10.112 1.399 -8.117
H -12.899 -3.057 5.866
F -3.924 -4.776 1.686
C -8.239 -5.155 3.692
O -11.264 -5.474 3.273
H -7.022 -3.719 2.630
H -13.554 -2.639 3.587
N -1.000 0.482 1.694
H 2.583 1.594 3.605
H 1.523 2.743 4.564
H 8.008 5.247 -7.865
H 7.215 6.276 -4.608
H -6.466 -5.399 2.481
C 0.343 1.152 3.614
C -2.412 -3.128 2.655
C -1.169 -2.529 2.187
H 1.774 1.092 -1.823
C -7.346 -4.755 2.531
H 2.391 -1.925 -1.179
H 5.299 1.380 -2.986
H -14.017 -4.361 5.429
H -2.180 1.123 -1.334
H 0.059 0.227 4.190
H 11.173 2.936 -7.061
O -3.100 1.725 0.371
H 9.280 0.706 -7.960
N 0.640 2.119 1.232
H -1.654 -3.291 6.042
C 2.656 3.771 1.938
F -3.287 -2.991 0.428
C 4.582 1.134 -2.148
H 4.876 0.641 0.032
H 3.183 -0.636 -0.223
N -0.125 -0.119 -0.550
H 0.058 4.135 0.909
O 8.104 2.551 -4.769
H 6.826 5.465 -3.079
O 2.767 2.060 0.321
H -5.385 -0.067 1.851
H 4.055 -0.961 -2.608
C 6.274 4.356 -4.851
H 6.029 3.476 -4.255
H 0.490 -2.228 5.266
H -1.007 -0.752 -2.770
H 3.502 0.223 -3.832
C 1.283 -1.541 2.636
F 2.051 -1.288 3.776
H 8.214 4.950 -4.060
C 0.945 -0.874 0.176
C 5.456 0.659 -0.938
C -1.104 0.476 0.297
H -0.456 1.893 3.906
H 2.828 0.548 5.332
*
```